Run 1
Entry from the Open Molecules 2025 dataset: a structure of composition C6H6N2O (ωB97M-V/def2-TZVPD).

Positions of all 15 atoms, in Å:
C -0.99 -0.06 -1.74
C 1.11 0.08 -0.62
C 1.15 -1.18 0.08
C -0.14 0.80 -0.97
C 0.18 -1.55 1.03
C -0.32 0.76 0.56
N -1.87 -0.73 -2.06
N -0.68 -0.43 1.16
O -0.74 1.90 1.15
H 1.97 0.35 -1.31
H 1.96 -1.77 -0.22
H -0.15 1.74 -1.43
H 0.38 -2.19 1.89
H -1.33 -0.28 1.92
H -0.53 2.56 0.57

Orbital gap (eV): 8.2

=====

Run 2
Entry from the Open Molecules 2025 dataset: an isolated molecule of C6H6N2O (ωB97M-V/def2-TZVPD).

Positions of all 15 atoms, in Å:
C 0.32 -0.47 0.14
C -1.03 -0.45 0.42
C -1.64 0.82 -0.06
C 0.62 0.85 -0.49
C 1.78 1.33 -0.91
C -1.68 -1.54 1.05
H 0.94 -2.26 0.79
H 2.14 -1.29 -0.07
H -2.09 1.47 0.73
H -2.42 0.65 -0.81
H 1.89 2.30 -1.40
H 2.74 0.84 -0.74
N 1.27 -1.35 0.47
N -2.23 -2.45 1.55
O -0.59 1.56 -0.66

Orbital gap (eV): 8.9
SMILES: C=C1OCC(C#N)=C1N

=====

If you had to name the least stable structure above, which would it be? It would be run 1.